# 1
DFT (the ωB97M-V functional and the def2-TZVPD basis) results for an isolated molecule of C4H5ClFNO at a distorted geometry.

Summary:
LUMO energy	0.84	eV
HOMO	-10.20	eV
structure (SMILES)	F[C@@]1(Cl)C=NOCC1
orbital gap	11.0	eV
total energy	-23004.7110	eV

Each line ends with the natural charge from an NBO analysis.
Cartesian coordinates (Å):
F -0.725625 -0.632238 1.468284  -0.34
C -0.517598 -0.126589 0.212939  0.31
Cl -2.115272 0.200967 -0.508111  -0.03
C 0.237825 1.190894 0.337454  -0.06
N 1.466389 1.381178 0.043780  -0.05
O 2.237909 0.316752 -0.358041  -0.36
C 1.719323 -0.994607 -0.106955  -0.09
C 0.282758 -1.100550 -0.593700  -0.49
H -0.306203 2.058426 0.692539  0.22
H 1.747346 -1.169255 0.978053  0.19
H 2.415461 -1.681508 -0.652955  0.22
H 0.237687 -0.852982 -1.680591  0.24
H -0.105895 -2.098127 -0.454277  0.24

Atoms 1-6, force components in eV/Å:
-0.130 -0.151 0.259
0.336 0.847 -0.127
0.057 -0.043 0.020
0.185 -0.397 -0.043
-0.416 -0.174 0.176
-0.027 0.026 -0.127


# 2
DFT (the ωB97M-V functional and the def2-TZVPD basis) results for a cluster of 2 separate species, C22H31BO2S3 in total at a distorted geometry.

Summary:
LUMO energy	0.46	eV
HOMO	-6.77	eV
orbital gap	7.2	eV
total energy	-60592.3709	eV

Each line ends with the natural charge from an NBO analysis.
Cartesian coordinates (Å):
C 1.487425 0.638702 -6.217006  -0.63
C 1.539621 0.002366 -4.862359  -0.03
C 2.727032 -0.457543 -4.248240  -0.22
C 2.715776 -1.477379 -3.319565  -0.20
C 1.437474 -1.907685 -2.862277  0.04
B 2.157259 -1.004530 1.465002  0.96
C 1.226682 -3.199686 -2.291441  -0.22
C 2.199854 -4.128527 -1.968637  -0.24
C 1.627941 -5.340537 -1.570405  -0.26
C 0.251063 -5.406320 -1.658592  -0.22
C -0.592540 -6.618438 -1.594574  -0.64
S -0.366432 -3.888804 -2.138368  0.44
O 3.321655 -1.518982 1.970055  -0.70
C 2.886218 -2.515086 2.947060  0.23
C 3.596851 -3.831806 2.649794  -0.63
C 3.432401 -1.934720 4.228897  -0.62
C 1.292359 -2.572896 2.835287  0.25
C 0.674276 -3.848883 2.201420  -0.64
C 0.477452 -2.146344 4.055696  -0.62
O 0.974625 -1.484648 1.963572  -0.73
C 0.287432 -1.222356 -3.231678  -0.23
C 0.335443 -0.210985 -4.179840  -0.20
H 0.442000 0.823828 -6.490563  0.22
H 2.083370 1.553902 -6.153467  0.21
H 1.911847 -0.005080 -7.002428  0.22
H 3.660029 -0.081415 -4.646626  0.21
H 3.633873 -1.978386 -3.001359  0.22
H 3.287517 -3.973962 -2.070544  0.22
H 2.235323 -6.176573 -1.326606  0.21
H 0.026718 -7.521288 -1.708189  0.23
H -1.158208 -6.700058 -0.657550  0.22
H -1.362903 -6.635161 -2.391865  0.22
H 3.463519 -4.514952 3.484957  0.21
H 3.134439 -4.294345 1.760425  0.22
H 4.680473 -3.630506 2.501558  0.22
H 3.337044 -2.562930 5.141355  0.21
H 4.495320 -1.714134 4.076559  0.22
H 2.973417 -0.956582 4.399292  0.21
H 0.813761 -4.780173 2.773804  0.21
H -0.411261 -3.670942 2.107368  0.22
H 1.052474 -3.995586 1.180265  0.23
H 0.765264 -2.634664 4.985248  0.20
H 0.579854 -1.056304 4.179805  0.21
H -0.578020 -2.370985 3.843987  0.22
H -0.670607 -1.455464 -2.821889  0.21
H -0.593656 0.311184 -4.455099  0.21
C 2.707208 2.803172 0.373860  -0.44
C 1.594037 2.203877 1.229497  -0.53
S 0.576890 0.990317 0.299767  0.62
C 1.872375 -0.388208 0.099307  -0.94
S 1.143727 1.402764 -1.599282  0.17
C 2.261839 2.747949 -1.100273  -0.54
H 2.889316 3.849568 0.707485  0.24
H 3.629935 2.203480 0.511806  0.24
H 1.845167 1.588119 2.099692  0.25
H 0.807499 2.907289 1.509772  0.21
H 2.795622 0.144053 -0.315731  0.17
H 1.577822 3.554432 -1.323509  0.22
H 3.098324 2.677089 -1.813263  0.24

Atoms 1-6, force components in eV/Å:
0.461 0.411 0.232
-0.663 -0.006 0.849
-0.273 -0.051 -1.008
-1.304 0.066 0.502
0.180 0.294 -0.950
-1.114 -0.398 -2.684


# 3
DFT (the ωB97M-V functional and the def2-TZVPD basis) results for a structure of composition C25H27AsCl2NO5PRuS2.

Summary:
LUMO energy (spin up / spin down)	-6.38 / -8.78	eV
HOMO (spin up / spin down)	-13.93 / -14.20	eV
total charge	+2
⟨S²⟩	6.0446
orbital gap (spin up / spin down)	7.6 / 5.4	eV
multiplicity	5
total energy	-157500.7118	eV

Each line ends with the natural charge from an NBO analysis.
Cartesian coordinates (Å):
Ru 0.812188 0.254303 -0.101527  1.07
Cl 7.228949 -0.409762 3.546382  0.19
C 5.946163 -0.072978 2.509096  0.02
C 6.199143 0.229207 1.166832  -0.24
C 5.152233 0.515651 0.333651  -0.05
Cl 5.408420 0.870424 -1.299623  0.15
C 3.775178 0.506010 0.823480  0.54
O 2.841627 0.782092 0.041667  -0.61
C 3.564079 0.196279 2.221568  -0.25
C 2.215403 0.242130 2.815593  0.47
O 1.204211 0.533752 2.206915  -0.55
C 4.619918 -0.088941 3.025578  -0.11
H 7.214965 0.239190 0.794831  0.28
H 2.146949 0.018502 3.889305  0.17
H 4.461928 -0.321943 4.073455  0.26
C 1.791754 3.532044 -0.410636  -0.95
P 0.491011 2.455190 -1.073455  1.12
C 0.334890 3.001289 -2.783224  -0.95
C -1.010005 2.918787 -0.186453  -0.42
C -2.212214 3.135494 -0.863069  -0.20
C -3.369538 3.395813 -0.146905  -0.19
C -3.339060 3.430831 1.242176  -0.17
C -2.144844 3.226934 1.918395  -0.21
C -0.982467 2.969652 1.207977  -0.14
H 1.900697 3.406044 0.664148  0.25
H 1.538287 4.569207 -0.629695  0.27
H 2.737626 3.284019 -0.892685  0.26
H -0.023354 4.030848 -2.742046  0.26
H -0.342740 2.376442 -3.352513  0.30
H 1.323666 2.984082 -3.242219  0.26
H -2.244844 3.106013 -1.945381  0.24
H -4.297472 3.578892 -0.674611  0.23
H -4.248048 3.625822 1.796766  0.24
H -2.115561 3.271403 2.999055  0.23
H -0.056464 2.825577 1.751785  0.21
O -1.519913 0.730690 -2.661632  -0.59
C -1.873304 0.121483 -1.682347  0.69
N -0.995235 -0.398454 -0.728287  -0.91
S -1.800348 -1.149115 0.515992  2.30
O -1.618723 -2.578681 0.460373  -0.97
O -1.394929 -0.494348 1.732187  -0.91
C -3.401683 -0.756897 -0.056521  -0.25
C -4.620352 -1.033626 0.528214  -0.19
C -5.752351 -0.663079 -0.185700  -0.16
C -5.651395 -0.059149 -1.438676  -0.17
C -4.411763 0.205852 -2.008661  -0.15
C -3.283842 -0.146830 -1.293960  -0.18
H -4.697015 -1.515320 1.493882  0.25
H -6.729071 -0.853919 0.238367  0.24
H -6.553354 0.205599 -1.974062  0.24
H -4.315970 0.675434 -2.979779  0.25
C 0.406686 -4.673521 1.144047  -0.95
As 0.860759 -3.817005 -0.503154  1.52
C -0.419559 -3.989982 -1.909002  -0.95
C 2.356947 -4.835840 -1.139610  -0.97
S 1.840809 -1.891042 -0.254873  -0.52
H 0.324266 -5.739182 0.937799  0.26
H -0.518991 -4.278386 1.543012  0.29
H 1.232178 -4.489523 1.827277  0.26
H -0.486931 -5.054775 -2.122901  0.26
H -0.019020 -3.463137 -2.771232  0.26
H -1.382509 -3.589984 -1.615765  0.28
H 2.051672 -5.876104 -1.243681  0.26
H 3.178189 -4.763006 -0.431176  0.26
H 2.672077 -4.446452 -2.104754  0.26

Atoms 1-6, force components in eV/Å:
0.009 -0.207 -0.621
0.093 -0.042 0.098
-0.166 0.004 0.034
0.002 -0.016 0.114
-0.212 0.001 0.073
-0.030 0.038 -0.073


# 4
DFT (the ωB97M-V functional and the def2-TZVPD basis) results for a structure of composition C17H28AgFN3NbO at a distorted geometry.

Summary:
LUMO energy (spin up / spin down)	-11.30 / -11.19	eV
HOMO (spin up / spin down)	-14.61 / -14.78	eV
total charge	+2
orbital gap (spin up / spin down)	3.3 / 3.6	eV
total energy	-32847.7084	eV

Each line ends with the Mulliken charge.
Cartesian coordinates (Å):
N -1.854819 -0.539212 0.327198  -0.20
C -5.159766 -2.440241 0.888685  0.47
O -5.218868 -3.498615 1.342191  -0.11
Ag -3.548150 -1.499198 0.601716  -0.06
Nb -0.241577 0.173634 0.472387  -0.07
N -0.175770 2.062218 -0.370025  0.01
N 0.882258 -1.035790 -0.723477  0.71
C -0.580565 2.498717 -1.701499  1.45
C 0.519083 -2.229103 -1.478504  0.92
C -0.743403 4.018475 -1.781349  -1.84
C 0.490418 2.055607 -2.700348  -1.35
C -1.919178 1.851336 -2.060172  -1.51
C 0.183342 -3.359488 -0.503057  -1.35
C 1.669412 -2.676110 -2.386052  -1.63
C -0.698160 -1.937860 -2.349565  -1.31
H -1.440858 4.372464 -1.014883  0.46
H -1.153777 4.277757 -2.764487  0.46
H 0.214926 4.536806 -1.671327  0.41
H 1.426305 2.596307 -2.508777  0.39
H 0.157385 2.266906 -3.724855  0.43
H 0.699632 0.978688 -2.603310  0.24
H -1.880444 0.753103 -2.059153  0.20
H -2.223863 2.187666 -3.060533  0.49
H -2.689164 2.151658 -1.337357  0.39
H 1.067779 -3.628299 0.087003  0.36
H -0.149594 -4.239930 -1.067331  0.45
H -0.615928 -3.050416 0.184066  0.23
H 2.528043 -3.034120 -1.808887  0.40
H 1.987071 -1.853473 -3.036015  0.40
H 1.318900 -3.501299 -3.016861  0.46
H -0.952464 -2.845463 -2.913082  0.56
H -0.476920 -1.133848 -3.064827  0.33
H -1.567206 -1.647698 -1.745490  0.15
C 0.649002 2.959149 0.419608  -0.62
H 0.960570 2.463197 1.353049  0.01
H 1.567871 3.273346 -0.108306  0.38
H 0.098956 3.868796 0.712368  0.41
C 2.220674 -1.033689 -0.141512  -0.55
H 2.259275 -0.405952 0.767213  -0.05
H 2.548195 -2.044105 0.156101  0.38
H 2.969786 -0.626412 -0.841595  0.35
F 1.095709 -0.370642 6.727724  -0.28
C 0.833820 -0.219369 5.386861  0.29
C 1.755480 0.469459 4.602767  -0.90
C 1.485623 0.610481 3.230883  0.28
C 0.315754 0.072637 2.686370  0.76
C -0.592682 -0.603433 3.498715  -0.15
C -0.339561 -0.763492 4.871568  -0.70
H 2.659276 0.883188 5.044943  0.45
H 2.201180 1.143872 2.599687  0.27
H -1.508029 -1.012973 3.064782  0.30
H -1.035000 -1.295234 5.516774  0.45

Atoms 1-6, force components in eV/Å:
2.604 1.333 0.054
-1.439 -5.117 2.112
-0.706 3.159 -1.423
0.709 1.352 -0.539
-0.536 -0.100 1.775
0.437 -0.037 -0.635


# 5
DFT (the ωB97M-V functional and the def2-TZVPD basis) results for a structure of composition C5H12O2.

Summary:
LUMO energy	0.82	eV
HOMO	-7.99	eV
orbital gap	8.8	eV
total energy	-9471.4207	eV

Each line ends with the natural charge from an NBO analysis.
Cartesian coordinates (Å):
C -2.325350 0.386715 -0.946150  -0.60
C -1.185065 -0.432130 -0.353563  -0.46
C 0.165701 0.192068 -0.517449  0.15
O -0.127644 1.818936 0.530312  -0.95
C 1.310008 -0.148117 0.251628  -0.09
C 1.337807 -1.362839 1.154342  -0.63
O 2.520465 0.060389 -0.458594  -0.72
H -2.381981 1.351406 -0.434763  0.23
H -2.170539 0.571351 -2.015859  0.20
H -3.280522 -0.135758 -0.831324  0.21
H -1.371441 -0.624547 0.707839  0.22
H -1.125006 -1.418079 -0.840610  0.23
H 0.364480 0.682444 -1.469228  0.22
H 0.226860 2.594854 0.065670  0.47
H 0.825360 1.036345 0.818491  0.43
H 1.533639 -2.281181 0.586508  0.21
H 2.134422 -1.264723 1.900915  0.21
H 0.397677 -1.487667 1.701452  0.21
H 3.151128 0.460531 0.150381  0.47

Atoms 1-6, force components in eV/Å:
-0.028 0.039 -0.044
0.068 0.016 0.086
0.178 -0.344 0.081
0.238 0.339 -0.002
-0.386 -0.337 -0.187
0.003 -0.020 0.073